Record 1
This record from the OMol25 dataset describes C2H8OS4Si as an isolated structure in a non-equilibrium geometry. The level of theory is wB97M-V/def2-TZVPD.

Structure (XYZ):
```
16
C2H8OS4Si | the OMol25 dataset | wB97M-V/def2-TZVPD
C 1.191 1.112 -0.209
C 2.217 0.159 0.416
O 1.926 -1.212 0.133
Si 0.662 -2.015 -0.418
S -4.309 1.451 0.536
S -1.567 -1.683 1.109
S -2.929 0.701 -0.764
S -2.933 -1.312 -0.413
H 1.019 0.947 -1.323
H 0.276 1.243 0.442
H 1.490 2.228 -0.114
H 2.341 0.390 1.405
H 3.269 0.498 0.083
H 1.069 -3.412 -0.389
H -0.205 -1.550 -1.483
H -3.517 2.455 0.989
```

As for the strongest force on any atom: 3.88 eV/Å. The total energy comes out at -2038.473787 hartree. The total charge is 0. For the LUMO energy, the calculation gives 0.009 Eh. Its highest occupied orbital energy is -8.4 eV.

Record 2
This record from the OMol25 dataset describes a 2-piece molecular cluster, C2H8OSi2 overall in a non-equilibrium geometry. The level of theory is wB97M-V/def2-TZVPD.

Structure (XYZ):
```
13
C2H8OSi2 | the OMol25 dataset | wB97M-V/def2-TZVPD
C 1.012 0.504 -0.082
C 2.375 -0.149 -0.140
O 0.939 1.695 -0.264
Si -2.447 0.443 0.025
Si -0.478 -0.690 -0.042
H 2.460 -1.022 0.620
H 3.113 0.576 -0.237
H 2.255 -0.857 -1.002
H -3.608 -0.292 -0.580
H -2.794 0.888 1.386
H -2.226 1.705 -0.840
H -0.403 -0.945 1.930
H -0.198 -1.857 -0.772
```

As for the strongest force on any atom: 4.82 eV/Å. The total energy comes out at -735.102474 hartree. The total charge is 0. For the LUMO energy, the calculation gives 0.001 Eh. Its highest occupied orbital energy is -9.3 eV.

Record 3
This record from the OMol25 dataset describes a 2-piece molecular cluster, C2H8S2 overall in a non-equilibrium geometry. The level of theory is wB97M-V/def2-TZVPD.

Structure (XYZ):
```
12
C2H8S2 | the OMol25 dataset | wB97M-V/def2-TZVPD
S 3.281 -2.816 2.583
S 4.990 -1.517 2.815
H 3.491 -3.592 1.465
H 5.888 -2.361 3.292
C -2.883 1.379 -0.895
C -1.607 1.168 -1.718
H -2.823 2.410 -0.532
H -2.709 0.867 0.061
H -3.852 1.188 -1.378
H -1.396 0.111 -1.775
H -1.724 1.669 -2.679
H -0.656 1.494 -1.239
```

As for the strongest force on any atom: 2.70 eV/Å. The total energy comes out at -876.974370 hartree. As for the spin multiplicity: 2. The total charge is +1. For the LUMO energy (spin up / spin down), the calculation gives -0.248 / -0.372 Eh. Its highest occupied orbital energy (spin up / spin down) is -13.2 / -13.2 eV.

Record 4
This record from the OMol25 dataset describes a 2-piece molecular cluster, C2H8S3 overall in a non-equilibrium geometry. The level of theory is wB97M-V/def2-TZVPD.

Structure (XYZ):
```
13
C2H8S3 | the OMol25 dataset | wB97M-V/def2-TZVPD
S 2.611 0.585 0.242
S 2.959 -1.403 0.340
H 2.152 0.725 1.413
H 3.353 -1.613 -1.024
C -1.568 1.058 -0.190
C -1.080 -0.330 -0.644
S -1.061 -1.430 0.845
H -2.357 0.846 0.528
H -0.792 1.686 0.261
H -2.112 1.586 -0.944
H -0.049 -0.350 -1.036
H -1.723 -0.885 -1.350
H -0.334 -0.475 1.559
```

As for the strongest force on any atom: 3.19 eV/Å. The total energy comes out at -1275.513439 hartree. The total charge is 0. For the LUMO energy, the calculation gives 0.014 Eh. Its highest occupied orbital energy is -8.4 eV. The SMILES is CCS.SS.

Record 5
This record from the OMol25 dataset describes a 2-piece molecular cluster, C2H8S3 overall. The level of theory is wB97M-V/def2-TZVPD.

Structure (XYZ):
```
13
C2H8S3 | the OMol25 dataset | wB97M-V/def2-TZVPD
S -1.924 2.027 0.189
S -0.154 2.938 0.744
H -1.656 0.813 0.680
H 0.615 1.851 0.653
C 0.065 -1.820 0.791
C 0.370 -2.909 -0.229
S 1.880 -2.448 -1.147
H 0.678 -1.855 1.692
H 0.290 -0.864 0.309
H -0.986 -1.759 1.067
H -0.429 -3.017 -0.950
H 0.561 -3.857 0.274
H 1.644 -3.119 -2.273
```

As for the strongest force on any atom: 0.91 eV/Å. The total energy comes out at -1275.528089 hartree. The total charge is 0. For the LUMO energy, the calculation gives 0.012 Eh. Its highest occupied orbital energy is -8.7 eV. The SMILES is CCS.SS.

Record 6
This record from the OMol25 dataset describes a 2-piece molecular cluster, C2H8S3 overall. The level of theory is wB97M-V/def2-TZVPD.

Structure (XYZ):
```
13
C2H8S3 | the OMol25 dataset | wB97M-V/def2-TZVPD
S -2.097 1.118 -0.025
S -4.038 0.456 -0.396
H -1.837 0.397 1.077
H -4.555 0.922 0.749
C 3.409 -1.794 1.500
C 2.929 -0.477 0.898
S 3.078 -0.381 -0.915
H 4.434 -2.030 1.241
H 2.784 -2.621 1.158
H 3.313 -1.719 2.585
H 1.883 -0.337 1.152
H 3.519 0.360 1.275
H 2.163 -1.321 -1.184
```

As for the strongest force on any atom: 0.50 eV/Å. The total energy comes out at -1275.537836 hartree. The total charge is 0. For the LUMO energy, the calculation gives 0.009 Eh. Its highest occupied orbital energy is -9.0 eV. The SMILES is CCS.SS.